1.
{"formula": "BrH2N", "method": "ωB97M-V/def2-TZVPD", "homo_energy_ev": [-10.47, -10.47], "de_lowest_kcal_mol": 41.6, "orbital_gap_ha": [0.292, 0.292], "symbols": ["N", "Br", "H", "H"], "positions_angstrom": [[-0.561, 0.409, 0.011], [1.895, -0.124, 0.028], [-0.691, -0.181, -0.953], [-0.642, -0.104, 0.914]], "forces_ev_per_angstrom": [[3.1, -1.4, -2.2], [-3.1, 0.7, 0.0], [0.2, 1.1, 3.5], [-0.2, -0.4, -1.3]]}



2.
{"formula": "C62H106N7O26", "method": "ωB97M-V/def2-TZVPD", "homo_energy_ev": -2.56, "total_charge": -3, "orbital_gap_ha": 0.209, "symbols": ["C", "N", "C", "C", "C", "C", "C", "C", "C", "C", "N", "C", "C", "C", "H", "H", "H", "H", "H", "H", "H", "H", "H", "H", "H", "H", "H", "H", "C", "N", "C", "C", "C", "C", "C", "C", "C", "C", "N", "C", "C", "C", "H", "H", "H", "H", "H", "H", "H", "H", "H", "H", "H", "H", "H", "H", "C", "O", "C", "C", "N", "H", "H", "C", "C", "O", "C", "H", "H", "H", "H", "H", "H", "H", "H", "H", "H", "H", "H", "H", "H", "C", "O", "C", "C", "N", "H", "H", "C", "C", "O", "C", "H", "H", "H", "H", "H", "H", "H", "H", "H", "H", "H", "H", "H", "H", "C", "O", "C", "C", "N", "H", "H", "C", "C", "O", "C", "H", "H", "H", "H", "H", "H", "H", "H", "H", "H", "H", "H", "H", "H", "C", "C", "O", "O", "H", "H", "H", "C", "C", "O", "O", "H", "H", "H", "C", "C", "O", "O", "H", "H", "H", "C", "C", "O", "O", "H", "H", "H", "C", "C", "O", "O", "H", "H", "H", "C", "C", "O", "O", "H", "H", "H", "C", "C", "O", "O", "H", "H", "H", "C", "C", "O", "O", "H", "H", "H", "C", "C", "O", "O", "H", "H", "H", "C", "C", "O", "O", "H", "H", "H"], "positions_angstrom": [[2.252, 0.130, 4.071], [2.666, 1.292, 3.242], [2.473, 2.554, 3.693], [2.586, 3.668, 2.855], [2.900, 3.417, 1.510], [3.227, 2.110, 1.086], [3.071, 1.076, 1.989], [2.973, 4.496, 0.428], [2.829, 4.201, -0.914], [2.873, 5.228, -1.799], [2.960, 6.540, -1.400], [3.029, 6.801, -0.097], [3.016, 5.798, 0.840], [2.622, 7.687, -2.233], [1.522, 0.538, 4.799], [3.100, -0.290, 4.546], [1.890, -0.690, 3.424], [2.165, 2.607, 4.706], [2.307, 4.646, 3.347], [3.613, 1.939, 0.091], [3.333, 0.025, 1.797], [2.723, 3.182, -1.299], [2.703, 5.097, -2.858], [2.895, 7.798, 0.236], [2.898, 6.065, 1.892], [1.682, 8.150, -1.924], [2.472, 7.295, -3.242], [3.505, 8.303, -2.206], [-0.750, 4.935, 1.295], [-0.433, 3.595, 0.780], [-0.469, 2.629, 1.685], [-0.192, 1.347, 1.354], [0.141, 1.014, 0.038], [0.231, 2.001, -0.932], [-0.150, 3.336, -0.492], [0.411, -0.402, -0.262], [1.556, -0.884, -0.858], [1.673, -2.253, -0.957], [0.677, -3.061, -0.688], [-0.443, -2.618, -0.090], [-0.522, -1.304, 0.205], [0.842, -4.504, -0.808], [0.159, 5.366, 1.809], [-1.576, 4.892, 2.020], [-1.000, 5.573, 0.460], [-0.731, 3.003, 2.665], [-0.372, 0.540, 2.062], [0.433, 1.806, -1.950], [-0.327, 4.105, -1.178], [2.386, -0.269, -1.141], [2.519, -2.761, -1.375], [-1.208, -3.313, 0.205], [-1.318, -0.871, 0.755], [-0.121, -4.991, -0.859], [1.410, -4.856, 0.024], [1.380, -4.777, -1.739], [-3.688, 6.441, 3.572], [-2.985, 6.506, 2.400], [-3.440, 7.277, 1.295], [-4.339, 6.428, 0.367], [-3.697, 5.089, 0.182], [-2.819, 5.146, -0.325], [-3.616, 4.325, 1.641], [-4.596, 4.325, -0.620], [-4.276, 2.792, -0.690], [-2.967, 2.549, -1.126], [-2.967, 1.372, -1.938], [-3.166, 7.129, 4.269], [-3.633, 5.430, 3.932], [-4.757, 6.665, 3.402], [-2.543, 7.528, 0.748], [-3.987, 8.192, 1.602], [-4.531, 6.819, -0.665], [-5.315, 6.174, 0.824], [-4.611, 4.634, -1.689], [-5.640, 4.396, -0.211], [-4.993, 2.436, -1.435], [-4.597, 2.322, 0.243], [-2.899, 0.453, -1.346], [-2.213, 1.481, -2.676], [-3.903, 1.357, -2.519], [0.442, 1.355, -6.953], [0.337, -0.009, -6.568], [0.377, -0.014, -5.154], [1.015, -1.331, -4.809], [0.490, -2.601, -5.433], [0.109, -2.359, -6.348], [1.767, -3.563, -5.694], [-0.532, -3.309, -4.628], [-0.486, -4.801, -5.028], [-0.673, -5.639, -3.928], [-1.987, -5.792, -3.386], [1.399, 1.735, -6.576], [-0.419, 1.965, -6.691], [0.479, 1.456, -8.050], [-0.668, -0.020, -4.823], [1.023, 0.750, -4.753], [0.816, -1.389, -3.702], [2.101, -1.410, -4.981], [-1.517, -2.835, -4.677], [-0.070, -3.232, -3.613], [0.494, -5.021, -5.455], [-1.179, -4.956, -5.836], [-2.059, -6.644, -2.652], [-2.654, -5.986, -4.241], [-2.239, -4.902, -2.807], [-2.369, -3.447, 3.757], [-1.307, -4.115, 3.048], [-1.504, -5.560, 2.990], [-0.304, -6.044, 2.257], [0.992, -5.584, 2.958], [1.343, -4.702, 2.618], [0.680, -5.499, 3.928], [2.090, -6.588, 2.941], [2.469, -7.113, 4.319], [1.381, -7.805, 5.043], [1.016, -9.083, 4.384], [-3.339, -3.912, 3.467], [-2.251, -2.377, 3.531], [-2.090, -3.557, 4.818], [-2.469, -5.793, 2.497], [-1.523, -5.892, 4.024], [-0.258, -5.536, 1.292], [-0.321, -7.118, 2.107], [2.970, -6.027, 2.551], [1.784, -7.374, 2.142], [2.784, -6.406, 5.101], [3.264, -7.820, 4.072], [0.832, -9.801, 5.176], [1.851, -9.430, 3.788], [0.184, -8.940, 3.718], [4.068, -4.251, 1.305], [3.506, -3.026, 1.928], [2.240, -3.062, 2.072], [4.175, -2.033, 2.207], [4.572, -4.883, 2.066], [4.836, -3.887, 0.623], [3.424, -4.840, 0.676], [-3.535, -0.723, -6.981], [-3.099, 0.627, -6.415], [-3.330, 0.890, -5.198], [-2.585, 1.382, -7.258], [-3.978, -0.743, -7.981], [-4.205, -1.257, -6.301], [-2.642, -1.351, -6.903], [1.074, 2.274, 9.165], [1.643, 2.198, 7.714], [0.908, 1.998, 6.710], [2.890, 2.282, 7.692], [-0.043, 2.199, 9.089], [1.272, 3.145, 9.774], [1.441, 1.323, 9.658], [-2.153, 6.563, -3.475], [-1.241, 6.658, -2.301], [-0.986, 5.597, -1.653], [-0.711, 7.765, -2.129], [-2.144, 7.371, -4.206], [-3.183, 6.394, -3.153], [-1.881, 5.602, -3.983], [-4.671, -4.156, -0.474], [-3.727, -4.855, 0.482], [-2.515, -4.928, 0.131], [-4.186, -5.297, 1.537], [-5.686, -4.126, -0.118], [-4.538, -4.684, -1.463], [-4.339, -3.165, -0.682], [0.676, -9.955, -0.596], [2.062, -9.984, 0.204], [2.068, -9.115, 1.158], [2.899, -10.841, -0.098], [0.932, -10.538, -1.512], [0.334, -8.941, -0.879], [-0.070, -10.504, -0.008], [-5.292, 2.499, 3.735], [-4.868, 3.422, 2.664], [-3.592, 3.570, 2.436], [-5.766, 4.018, 2.098], [-5.238, 3.017, 4.689], [-4.783, 1.538, 3.876], [-6.379, 2.466, 3.610], [4.766, 0.756, -3.536], [4.086, 1.601, -2.483], [4.670, 2.577, -1.957], [2.923, 1.208, -2.174], [4.425, 1.054, -4.490], [4.548, -0.313, -3.441], [5.867, 0.935, -3.545], [0.835, 7.071, 5.523], [1.959, 7.272, 4.597], [1.950, 6.572, 3.509], [2.913, 8.032, 4.933], [-0.108, 7.242, 4.980], [0.905, 7.787, 6.349], [0.888, 6.008, 5.817], [4.771, -4.748, -5.126], [3.389, -4.241, -4.797], [2.962, -4.044, -3.647], [2.691, -3.979, -5.862], [5.328, -3.971, -5.620], [4.616, -5.522, -5.861], [5.378, -5.079, -4.288]], "forces_ev_per_angstrom": [[-0.9, 0.4, -0.2], [-0.5, 0.6, 0.0], [0.1, -0.2, -1.1], [-0.5, -0.3, 0.7], [0.5, 0.1, -1.2], [-0.2, 0.5, 1.0], [0.8, -0.7, -0.6], [-0.6, -1.3, 1.8], [0.4, -0.8, -0.3], [-0.5, 1.7, -0.8], [-0.8, -1.3, 0.8], [-0.4, -0.7, 0.7], [0.2, 0.8, 0.4], [0.2, -0.8, -1.3], [0.4, -0.6, -0.2], [0.9, -0.1, 0.7], [-0.1, 0.6, 0.1], [-0.3, 0.2, 1.1], [0.5, -0.6, -1.0], [-0.1, -0.2, -0.1], [-0.2, 0.3, -0.2], [0.0, 0.4, 0.2], [0.2, -0.1, 0.0], [0.2, 0.9, -0.1], [0.3, 0.2, 0.1], [0.1, -0.1, 0.2], [0.0, 0.3, 0.0], [0.0, 0.7, -0.2], [0.8, 1.0, 0.6], [0.1, 0.3, -0.5], [0.0, -0.3, 1.2], [-0.6, -0.8, 0.1], [0.9, 0.4, -0.7], [-1.4, 2.1, 2.7], [0.7, -3.3, -0.4], [0.2, 0.1, 0.2], [0.2, -0.5, 0.5], [0.7, 0.4, -1.0], [-1.4, -0.9, 0.8], [0.2, -0.3, 0.4], [-0.2, 0.8, -0.3], [0.3, -0.7, -1.6], [-0.8, -0.5, -0.4], [0.5, -0.2, -0.5], [0.1, 0.1, -0.1], [0.0, -0.5, 0.2], [0.4, 0.4, 0.1], [0.3, -0.1, -0.8], [0.1, 1.2, -0.9], [0.1, 0.4, -0.3], [0.5, 0.1, -0.1], [-0.2, -0.7, -0.1], [-1.0, -0.3, 0.3], [-0.4, 0.1, 0.2], [0.3, -0.2, 0.7], [-0.2, 0.5, 0.5], [-0.7, 1.0, 0.7], [0.9, 0.1, -2.0], [-0.9, -0.3, -0.1], [0.5, -1.0, 0.0], [-0.6, 0.6, 0.8], [0.2, 0.3, -0.1], [0.7, -0.9, 0.2], [-1.0, -2.3, -1.1], [-1.2, 1.8, 0.0], [-0.4, -0.5, 0.2], [-1.0, 0.3, 0.0], [-0.8, -0.3, 0.2], [0.1, -0.4, 0.4], [0.3, 0.2, 0.4], [0.3, 0.4, -0.2], [0.4, -0.3, 0.0], [0.2, 0.4, 0.9], [0.4, 0.4, 0.0], [0.0, 0.3, 0.5], [1.0, 0.0, -0.4], [0.0, -0.1, -0.1], [0.7, -0.3, 0.2], [0.2, 0.1, 0.0], [1.0, -0.2, -0.5], [0.4, -0.3, 0.1], [0.3, 0.2, -1.5], [0.2, 1.5, -0.3], [-0.5, -2.4, -1.2], [0.0, -1.5, 1.8], [-0.6, 1.1, -0.2], [0.1, 0.1, 0.1], [-0.1, 0.6, 0.5], [1.7, 0.0, 0.4], [-0.2, 1.0, 0.5], [0.3, -1.2, 0.7], [0.2, -0.2, -0.2], [-0.1, 0.3, 0.1], [-0.1, -0.1, 0.6], [0.0, -0.5, 0.2], [0.1, 0.6, 0.5], [-0.1, 0.6, 0.3], [0.7, -0.4, -0.8], [-0.3, 0.7, 0.1], [0.1, -0.1, 0.1], [-0.9, -0.3, -0.4], [0.0, -0.1, 0.4], [-0.8, -0.5, -0.4], [0.6, 0.7, -0.9], [-0.3, 0.2, 0.5], [-0.4, 0.1, -0.2], [1.1, -0.7, -0.1], [-0.6, -0.4, -0.3], [-0.1, 1.8, 0.2], [0.7, 0.8, -0.8], [-1.8, -2.1, 1.2], [0.1, 1.5, -0.4], [0.3, 0.5, 0.0], [0.3, 0.0, -1.5], [-1.4, -1.3, 0.5], [0.6, -0.6, -1.6], [1.0, 1.3, 0.8], [0.5, 0.7, 0.3], [-0.5, -0.4, -0.2], [-0.8, 0.0, 0.0], [0.6, 0.0, 0.0], [0.0, -0.5, 0.4], [-0.4, -0.4, 0.1], [0.4, -0.1, 0.1], [-0.6, -0.7, 0.2], [1.0, 0.7, 1.6], [0.1, 0.3, -0.8], [0.2, -0.1, 0.4], [-0.3, 0.0, 0.1], [0.2, -0.1, -0.3], [-0.5, 0.0, -0.1], [2.4, -0.3, -0.3], [-2.3, 0.7, 0.1], [-0.9, -0.6, 0.3], [1.1, 0.3, 0.0], [-0.2, 0.3, -0.5], [0.4, -0.2, 0.1], [-0.6, -0.2, 0.2], [-0.1, -1.2, 1.1], [-0.9, 0.9, 0.3], [0.4, -0.6, -0.4], [0.5, 0.4, -0.3], [0.5, 0.3, 0.1], [-0.3, 0.3, 0.1], [0.2, -0.1, -0.7], [-1.9, -1.8, -0.6], [1.2, 0.3, 0.1], [-0.5, 0.1, 0.4], [0.1, 0.1, -0.2], [0.7, -0.1, 0.2], [0.6, 0.2, -0.2], [-0.3, 1.2, -0.2], [-0.8, -2.0, -1.1], [1.0, 0.5, -0.3], [-0.6, 0.6, 0.0], [0.5, 0.6, 0.7], [0.3, 0.1, 0.4], [-0.1, 0.1, 0.1], [-0.3, 0.8, 0.1], [0.5, -1.1, -1.4], [0.7, 0.3, -0.3], [0.4, 0.2, -0.4], [-0.7, -0.4, 1.1], [-0.4, -0.2, 0.0], [-0.6, 0.4, 0.9], [0.4, 0.9, 0.0], [1.7, -0.8, -0.8], [-1.7, 1.3, 1.0], [0.6, -0.8, -0.7], [-0.1, 0.3, 0.1], [-0.7, 0.4, 0.4], [0.2, -0.5, 0.4], [0.1, 0.3, -0.1], [-0.8, -0.4, 1.2], [-0.6, -0.4, 0.4], [-0.2, 1.3, -1.3], [0.2, 0.7, -0.6], [0.6, 0.2, 0.2], [-0.2, 0.3, -0.4], [0.2, -0.9, -0.1], [1.7, -0.1, 0.5], [0.0, -0.2, 0.6], [0.3, -0.5, -0.5], [-0.2, 0.5, 0.0], [-0.6, 0.4, -1.2], [0.0, 0.2, 0.2], [-0.7, -0.2, 0.2], [-1.2, -0.1, 0.4], [3.1, 0.5, -1.4], [-0.4, 0.4, 0.6], [-1.4, -0.7, -0.4], [0.2, -0.2, 0.2], [0.0, -0.5, 0.0], [-0.3, 0.5, 0.3], [-0.3, 0.0, 0.0], [-0.5, 0.7, 2.5], [0.7, -0.4, -1.5], [0.2, -0.4, -1.1], [0.1, 0.5, -0.3], [0.3, -0.5, -0.2], [-0.4, -0.1, 0.2]]}



| no. | molecular weight (g/mol) |
| --- | --- |
| 1 | 95.93 |
| 2 | 1365.55 |